C11H15N | ωB97M-V/def2-TZVPD

Geometry as XYZ:
```
27
Properties=species:S:1:pos:R:3:forces:R:3:lowdin_charge:R:1
C 0.885 0.629 0.866 1.9 0.4 -0.2 0.0842
H -1.912 -2.115 -0.133 1.1 0.2 -0.7 0.1217
C 0.252 -1.490 -0.554 -4.3 1.5 -0.1 -0.1724
C 2.042 1.317 1.324 0.1 -5.1 -2.9 0.0003
H -2.243 1.949 1.350 -1.7 -2.2 -0.5 0.1065
C -1.246 -1.430 -0.737 -1.0 1.6 0.7 0.0044
H 4.385 -0.895 0.313 4.3 -1.8 -0.3 0.0814
C 3.345 0.769 1.116 -1.1 2.0 1.2 0.0199
H 4.151 1.292 1.652 -0.1 -0.5 -0.5 0.1355
C 3.561 -0.358 0.340 -4.8 0.5 0.0 0.0477
H -1.525 -1.464 -1.829 0.3 -0.2 1.2 0.1214
C 2.426 -0.959 -0.182 -1.6 0.5 0.1 -0.1426
H 1.851 2.155 1.819 -0.2 3.5 2.3 0.0656
H -3.169 0.319 0.793 0.6 -3.7 0.8 -0.0095
H -1.547 -0.413 -0.355 0.1 -1.0 -0.6 0.0504
C 0.957 -2.387 -1.285 6.7 0.5 1.5 0.1068
H 3.110 -2.635 -1.134 1.2 -1.4 -0.9 0.1464
N 2.316 -2.090 -0.993 -2.9 0.2 -0.2 0.1523
H -3.419 2.883 -0.816 0.7 -1.9 0.3 0.0916
C -3.041 1.800 -0.657 -2.4 -0.2 -0.8 -0.1926
H -0.044 1.079 1.138 -0.8 -0.2 -0.1 0.0974
H -2.042 1.720 -1.120 -0.5 -0.1 0.2 0.0414
C 1.060 -0.533 0.059 2.0 0.2 0.7 -0.0814
C -3.111 1.319 0.821 1.5 6.6 -0.2 -0.1796
H -3.795 1.066 -1.182 1.5 1.7 0.3 0.0980
H -4.036 1.688 1.274 0.1 -0.1 -0.1 0.0686
H 0.787 -3.216 -1.886 -0.9 -1.2 -0.9 0.1366
```
Positions in Å, forces in eV/Å.

## Properties
2S+1 = 2
LUMO level (spin up / spin down) = -3.942 / -7.353 eV
gap between HOMO and LUMO (spin up / spin down) = 9.3 / 5.9 eV
charge = +1
molar mass = 161.2 g mol⁻¹
relative energy (zero: lowest compared OMol25 entry of this formula, charge and spin) = 2.156 eV
<S²> = 0.775

C5H10O | ωB97M-V/def2-TZVPD

Geometry as XYZ:
```
16
Properties=species:S:1:pos:R:3:forces:R:3:lowdin_charge:R:1
H -1.284 -0.215 -1.531 -0.1 0.2 0.2 0.0580
C 1.705 0.193 -0.866 0.0 -0.1 0.0 -0.1025
C -0.026 -0.009 0.996 0.3 -0.4 -0.2 -0.4343
H -1.586 0.971 1.360 0.9 -0.1 1.4 0.1197
H 0.728 -0.542 1.582 0.0 0.0 0.0 0.1446
H 1.174 1.701 0.594 -0.1 -0.1 -0.1 0.1156
H -1.364 -1.742 1.130 0.0 0.1 0.0 0.1088
H -2.431 -1.556 -1.003 0.0 0.0 0.0 0.0549
O -0.814 0.704 1.938 -1.2 1.0 -0.9 -0.0487
C 0.680 0.917 0.006 0.0 0.0 0.0 -0.2206
H -0.064 1.428 -0.622 0.1 -0.1 0.1 0.1070
H 1.239 -0.587 -1.478 0.1 0.1 0.1 0.0681
C -1.017 -0.987 0.428 0.0 -0.2 -0.3 -0.1324
H 2.214 0.891 -1.541 -0.1 -0.1 0.1 0.0717
H 2.474 -0.288 -0.249 -0.1 0.1 -0.1 0.0759
C -1.626 -0.880 -0.744 0.2 -0.4 -0.3 0.0140
```
Positions in Å, forces in eV/Å.

## Properties
2S+1 = 1
SMILES = C=C[C@H](O)CC
LUMO level = 1.087 eV
gap between HOMO and LUMO = 10.9 eV
charge = 0
molar mass = 86.1 g mol⁻¹
relative energy (zero: lowest compared OMol25 entry of this formula, charge and spin) = 1.047 eV

C17H22BF2N4O2S2 | ωB97M-V/def2-TZVPD

Geometry as XYZ:
```
50
Properties=species:S:1:pos:R:3:forces:R:3:lowdin_charge:R:1
O 4.531 0.233 -0.940 -0.5 -1.5 -0.4 0.2110
C -2.867 0.252 -2.475 0.4 0.5 -0.1 -0.0630
C 3.882 -0.737 -1.198 0.8 2.7 0.6 -0.4448
N -6.126 -0.586 -3.928 0.0 0.0 0.0 0.3337
F 1.128 0.702 -2.285 0.3 -0.4 0.5 0.1159
H -5.828 -1.062 -3.071 0.1 0.0 0.0 0.1596
C 0.720 -2.817 -0.865 -0.5 0.4 0.5 -0.0254
H -5.700 0.344 -3.964 0.1 0.0 0.0 0.1525
H 0.778 -3.072 -1.928 -0.1 0.2 0.2 0.1132
H -3.703 0.117 0.153 0.1 -0.2 0.3 0.1100
C -1.095 -2.004 0.752 0.4 -0.1 -0.4 -0.0418
H -7.145 -0.497 -3.934 0.0 0.0 0.0 0.1642
N 1.415 3.500 2.622 0.0 -1.9 -0.1 -0.1571
C -2.305 -0.533 -1.312 -0.2 -0.1 -0.1 -0.2781
C -0.556 -2.032 -0.529 0.5 -0.5 -0.4 -0.2149
H 3.122 -0.146 1.322 0.0 -0.3 0.0 0.0613
O 1.783 -1.133 -3.279 0.0 0.4 0.9 0.1960
C -2.827 -0.503 -0.030 -0.4 0.5 -0.7 -0.0565
H -3.021 -0.362 -3.378 -0.1 0.0 0.3 0.0695
H 3.524 -2.811 0.889 -0.3 -0.2 0.1 0.1206
H -3.765 0.835 -2.218 0.1 -0.3 0.0 0.0656
H 3.737 -1.236 2.569 -0.2 0.3 -0.1 0.1141
H 0.709 -0.681 2.389 0.2 0.1 0.1 0.0469
C 0.590 4.401 2.009 -0.5 1.6 -0.5 -0.1128
C 0.849 5.611 2.578 0.2 -1.5 -0.2 -0.1085
H -0.748 -1.351 -2.525 -0.2 0.0 0.2 0.1246
H 1.881 -2.920 1.650 0.4 -0.3 -0.3 0.1033
H -0.607 -2.560 1.548 -0.3 0.1 0.0 0.1217
H 2.864 3.712 4.243 -0.1 0.0 -0.2 0.1199
C 1.786 -0.470 -2.287 0.2 0.1 -1.4 -0.4743
C 2.867 -1.015 1.936 0.1 -0.4 0.2 -0.2685
F 4.446 -1.857 -1.657 -0.7 0.1 0.3 0.1720
H -5.826 -1.130 -4.741 0.0 0.0 0.0 0.1653
H 0.660 -3.745 -0.282 0.3 0.1 -0.2 0.1173
B 1.923 -1.915 -0.339 -0.2 -0.9 0.9 -0.3302
H -0.114 4.185 1.222 0.3 -0.4 0.1 0.0923
C -1.178 -1.305 -1.522 0.3 0.0 -1.0 -0.0255
H 1.720 -1.290 3.743 -0.2 0.3 0.0 0.0857
C -2.219 -1.238 0.962 -0.4 0.0 1.5 -0.0741
N 1.816 5.411 3.538 0.5 2.3 1.1 0.0590
C 1.432 2.143 2.264 0.1 -0.5 -0.2 -1.0029
S 0.980 1.649 0.774 -0.2 -0.1 0.2 0.7672
H -2.621 -1.206 1.974 0.0 0.0 -0.2 0.1163
H -2.110 0.995 -2.770 -0.3 -0.1 0.0 0.0926
C 2.572 -2.290 1.073 -0.2 1.5 -0.2 -0.0710
C 2.144 4.179 3.586 -0.5 -0.4 -0.6 -0.1681
S 1.967 1.047 3.533 -0.3 0.3 0.3 0.9491
C 1.693 -0.628 2.869 0.8 0.1 -0.5 -0.4734
H 0.392 6.554 2.319 0.2 0.0 0.3 0.1019
N 2.449 -0.736 -1.057 -0.1 -1.7 -0.9 0.1687
```
Positions in Å, forces in eV/Å.

## Properties
2S+1 = 1
LUMO level = -4.487 eV
gap between HOMO and LUMO = 6.0 eV
charge = +1
molar mass = 427.3 g mol⁻¹
relative energy (zero: lowest compared OMol25 entry of this formula, charge and spin) = 0.000 eV